# 1
20
Properties=species:S:1:pos:R:3:forces:R:3:mulliken_charge:R:1 method="wB97M-V/def2-TZVPD" spin_multiplicity=2 lumo_energy_ev="-3.70 / -9.08" total_charge=+1 energy_ev=-19731.9015 orbital_gap_ev="9.92 / 4.37"
C 1.29917 -0.30339 -2.27259 -0.443 -1.005 1.655 -0.92
N 0.07725 -0.66716 -1.45559 0.397 1.279 0.413 -0.55
C -0.11070 0.31633 -0.22930 -0.008 -2.167 -3.100 -0.93
C -1.49519 0.10521 0.27677 -0.008 -2.490 1.218 -0.46
S -1.51004 0.82103 1.94081 0.641 -0.348 -1.254 0.22
H 2.12916 -0.41455 -1.59096 0.378 0.354 0.504 0.22
H 1.25854 0.73940 -2.60514 0.075 -0.475 -0.643 0.39
H 1.55963 -1.14111 -2.94235 -0.758 0.894 -0.508 0.36
H -0.72351 -0.75093 -2.11949 0.484 0.681 1.136 0.26
H 0.63396 0.16488 0.53284 0.462 -0.716 0.069 0.46
H 0.02995 1.29906 -0.56799 0.131 1.608 -0.490 0.61
H -2.25934 0.45486 -0.35944 -1.156 1.341 -0.606 0.50
H -1.80550 -1.03211 0.20468 0.848 1.493 1.123 0.41
H -2.66759 0.41350 2.40389 -1.076 -0.348 0.252 0.28
H 2.94484 1.35099 -0.75450 0.382 -1.681 -1.809 0.28
H 3.32904 1.80576 0.58726 -0.512 0.630 -0.598 0.34
O 2.78554 2.06441 -0.19174 0.142 1.048 2.451 -0.63
H -0.05053 -2.25244 -0.51972 0.347 0.755 -0.771 0.47
H 0.03038 -3.68203 -0.10705 0.247 -1.591 -0.285 0.34
O -0.15414 -2.83073 0.23234 -0.574 0.738 1.243 -0.65

***

# 2
21
Properties=species:S:1:pos:R:3:forces:R:3:mulliken_charge:R:1 method="wB97M-V/def2-TZVPD" spin_multiplicity=2 lumo_energy_ev="2.69 / 2.59" total_charge=-1 energy_ev=-30575.8323 orbital_gap_ev="2.23 / 7.67"
S -0.10962 -1.18205 2.80224 -0.353 0.816 2.438 -0.40
S 0.07517 -1.81969 0.88402 0.143 -1.995 -2.564 -0.59
C 0.83344 -0.37872 0.08467 0.295 0.476 3.208 -0.77
C -0.23456 0.66287 0.00202 -0.557 0.861 0.715 -0.39
N -1.15966 0.24354 -1.03924 0.404 2.274 -0.431 -0.13
C -2.44874 0.84520 -1.03657 -1.895 1.796 -1.161 -0.97
H 1.08075 -1.53551 3.33383 0.122 -0.018 0.076 0.13
H 1.45267 -0.65734 -0.72449 0.122 -0.052 -1.346 0.26
H 1.49841 -0.05343 0.89694 0.204 0.100 -0.432 0.32
H -0.75193 0.69464 1.03004 0.664 -0.064 -1.242 0.33
H 0.19691 1.71247 -0.07858 -0.635 -1.107 -0.634 0.18
H -1.29447 -0.72466 -1.00412 0.265 -1.673 0.321 0.22
H -2.61752 1.64729 -0.26655 0.513 -0.646 -0.591 0.32
H -2.75386 1.32591 -2.07399 0.644 -0.787 1.823 0.19
H -3.20155 0.08993 -0.82320 -0.320 -0.051 -0.033 0.34
H -0.35886 0.82046 -2.76953 0.380 -0.339 1.280 0.38
H 1.26289 1.25763 -2.60964 -2.347 -0.512 -0.685 0.33
O 0.44710 1.11945 -3.19510 2.127 0.832 -0.814 -0.76
H 1.34111 2.94951 -1.43539 -0.223 0.857 -0.294 0.37
H 2.92714 3.05175 -1.88783 -2.104 -0.690 0.782 0.26
O 2.17619 2.50158 -1.50412 2.551 -0.080 -0.415 -0.60

***

no.,molar mass (g mol⁻¹)
1,127.2
2,159.3